ORCA calculation (ωB97M-V/def2-TZVPD) on a cluster of 2 separate species, FH3P2S2 in total.

```
8
Properties=species:S:1:pos:R:3:forces:R:3
F 1.318 0.202 1.199 -1.9 0.3 -2.0
P -1.769 -0.689 0.507 0.1 2.3 0.1
P -0.260 0.516 -0.555 2.6 -0.4 1.2
S -0.118 2.328 -1.066 -0.7 -0.2 0.3
S 0.971 -0.786 -1.609 0.7 0.1 0.5
H -1.453 0.425 1.458 -0.4 -1.5 -0.3
H -0.652 -1.485 0.723 0.4 -0.2 0.7
H 1.964 -0.510 -0.659 -0.8 -0.2 -0.5
```
Forces are in eV/Å.

Results
- LUMO: -0.054 Ha
- Molar mass: 148.10 g/mol

Let us look at the Löwdin charges, expressed in e, one per atom: number 1, F, carries -0.6129; number 2, P, carries 0.5979; number 3, P, carries -0.2018; number 4, S, carries 0.2334; number 5, S, carries 0.3402; number 6, H, carries -0.0812; number 7, H, carries -0.1605; number 8, H, carries -0.1150

***

ORCA calculation (ωB97M-V/def2-TZVPD) on an isolated molecule of FHIPS.

```
5
Properties=species:S:1:pos:R:3:forces:R:3
F -0.491 -0.397 2.144 -1.0 -0.8 -4.4
P -0.874 -0.911 0.271 -1.2 0.1 4.8
S -0.460 -2.718 0.021 -0.3 -0.3 0.0
I -3.008 0.283 -0.179 0.7 -0.8 0.5
H -0.167 -0.088 -0.455 1.7 1.8 -0.9
```
Forces are in eV/Å.

Results
- Structure (SMILES): F[P@@H](=S)I
- LUMO: -0.057 Ha
- Molar mass: 209.95 g/mol

Let us look at the Löwdin charges, expressed in e, one per atom: number 1, F, carries -0.4739; number 2, P, carries -0.0463; number 3, S, carries 0.2342; number 4, I, carries 0.4072; number 5, H, carries -0.1212

***

Computed calculated total energy (eV) in order:
-43012.67670, -30958.33756
Computed largest force on an atom (eV/Å) in order:
2.9, 4.9
Computed E_HOMO (eV) in order:
-9.934, -10.301